1.
Molecular formula: C32H30AuN6
Method: DFT, ωB97M-V/def2-TZVPD

Last column: Löwdin charge in e.
CARTESIAN COORDINATES (ANGSTROEM)
Au1 -0.86481 0.92528 0.56052  1.42
N1 1.34718 -3.13263 -8.55873  0.18
N2 -1.10018 1.71578 -1.34985  -0.07
N3 -0.99422 2.69889 1.67734  -0.30
N4 1.93329 -0.84920 0.85274  -0.20
N5 -0.18272 0.21492 2.29421  -0.09
N6 -1.14842 -0.87210 -0.26904  -0.08
C1 -0.65965 2.39330 3.08778  -0.23
C2 -1.08371 -2.63094 -1.69246  0.02
C3 -0.62846 1.03043 -2.47471  -0.24
C4 -0.48607 1.94470 -3.53501  0.00
C5 1.43487 -3.06013 1.80038  -0.01
C6 -0.61061 -1.96982 3.30420  -0.06
C7 -0.34420 -3.32557 3.39974  -0.07
C8 -0.34021 3.06879 5.35789  -0.07
C9 1.20051 -1.68844 1.71529  -0.20
C10 2.67342 -1.50068 -0.20991  -0.09
C11 1.09421 -1.67460 -3.97620  0.00
C12 -0.70655 3.37808 4.06020  -0.03
C13 -1.64549 -1.94129 0.34978  -0.11
C14 1.47215 -2.23284 -5.18491  0.00
C15 -0.89972 -0.78968 -5.00064  -0.01
C16 0.14115 -1.14801 2.47068  -0.29
C17 2.73686 0.18159 1.50507  -0.06
C18 -1.63029 -3.05625 -0.50351  -0.02
C19 -0.26397 1.09187 3.36291  -0.25
C20 0.13129 0.79699 4.67604  -0.01
C21 0.67461 -3.86894 2.63162  -0.06
C22 -1.25219 2.99374 -1.73753  -0.16
C23 0.65484 -2.07670 -6.30085  -0.21
C24 -0.04258 3.74278 1.19383  -0.03
C25 -2.41720 3.15268 1.65258  -0.04
C26 1.03978 -2.66411 -7.55660  -0.17
C27 -0.89392 3.17939 -3.07110  -0.04
C28 -0.08583 -0.94257 -3.88070  -0.19
C29 0.08906 1.77919 5.64805  -0.06
C30 -0.53566 -1.35972 -6.20740  0.00
C31 -0.48446 -0.36119 -2.57255  -0.03
C32 -0.79058 -1.25037 -1.55670  -0.25
H1 -0.14582 3.89578 0.12517  0.06
H2 -1.02540 4.38403 3.81934  0.11
H3 2.21565 0.58455 2.36862  0.07
H4 0.88975 -4.92795 2.68485  0.11
H5 2.23413 -3.50292 1.22275  0.11
H6 2.03065 -2.20765 -0.73497  0.08
H7 -0.94310 4.10868 -3.61292  0.11
H8 -0.38546 3.82363 6.12948  0.11
H9 -0.93664 -3.95168 4.05268  0.11
H10 -1.82707 -0.23761 -4.92063  0.13
H11 -1.60983 3.76309 -1.08217  0.09
H12 3.70189 -0.21868 1.84146  0.10
H13 -1.16880 -1.25543 -7.07752  0.13
H14 -0.94006 -3.20413 -2.59388  0.13
H15 -1.99083 -4.03943 -0.25356  0.11
H16 3.00380 -0.73685 -0.91666  0.09
H17 3.56773 -2.03121 0.14504  0.09
H18 -0.23465 4.67638 1.72127  0.10
H19 -1.43529 -1.53670 3.85814  0.13
H20 0.48369 -0.19222 4.92497  0.11
H21 -3.01673 2.41169 2.17601  0.11
H22 0.96655 3.40419 1.41675  0.11
H23 -2.50494 4.10787 2.16866  0.10
H24 2.39393 -2.79151 -5.26890  0.13
H25 -2.78452 3.25568 0.64248  0.07
H26 1.72135 -1.79803 -3.10324  0.11
H27 -1.98335 -1.89979 1.37229  0.11
H28 -0.13913 1.69944 -4.52456  0.12
H29 0.39662 1.53004 6.65500  0.11
H30 2.93433 0.99412 0.80162  0.09

Summary:
Net charge: +1
HOMO energy in eV: -10.449
Energy above the lowest of the compared OMol25 structures with the same formula, charge and spin in kcal/mol: 4.1
LUMO energy in eV: -4.1
Electronic energy in eV: -46296.345

---

2.
Molecular formula: C6H15N3O2P
Method: DFT, ωB97M-V/def2-TZVPD

Last column: Löwdin charge in e.
CARTESIAN COORDINATES (ANGSTROEM)
P1 -1.63211 0.64878 -0.06678  0.42
O1 -1.60988 0.25995 -1.50155  -0.29
O2 1.09001 2.31532 -0.89738  0.11
N1 -1.71853 2.25704 0.16309  -0.01
N2 -2.90080 -0.08400 0.75229  -0.06
N3 0.46084 -1.23959 0.03386  -0.16
C1 1.49990 1.41408 -0.23561  -0.53
C2 -0.19773 -0.11926 0.78407  -0.11
C3 2.28068 0.23000 -0.81183  -0.08
C4 -0.51878 -2.26114 -0.43382  -0.02
C5 1.22435 -0.79919 -1.21876  -0.10
C6 1.38213 1.35908 1.23965  0.15
H1 0.79474 2.15553 1.80742  0.12
H2 -1.33776 -2.39816 0.35220  0.12
H3 0.63623 -0.32509 -2.04025  0.15
H4 -0.60245 -0.57841 1.73666  0.12
H5 2.91122 -0.17181 -0.06144  0.10
H6 -1.00470 -1.84645 -1.34859  0.10
H7 -0.78638 2.70572 -0.11054  0.09
H8 0.00819 -3.21317 -0.68139  0.12
H9 -3.02717 0.03296 1.78321  0.09
H10 1.08415 -1.66586 0.74047  0.19
H11 2.21429 0.92049 1.70350  0.07
H12 1.79720 -1.72973 -1.54649  0.16
H13 2.85172 0.65733 -1.65502  0.16
H14 -1.95586 2.54016 1.07044  0.05
H15 -2.94353 -1.06459 0.44259  0.06

Summary:
Net charge: +1
HOMO energy in eV: -13.634
Energy above the lowest of the compared OMol25 structures with the same formula, charge and spin in kcal/mol: 62.3
LUMO energy in eV: -4.3
Electronic energy in eV: -24311.893

---

3.
Molecular formula: H12O6
Method: DFT, ωB97M-V/def2-TZVPD

Last column: Löwdin charge in e.
CARTESIAN COORDINATES (ANGSTROEM)
O1 0.98699 -1.92568 2.55269  -0.06
O2 -4.06071 2.51857 -2.02338  -0.07
O3 -0.20953 -0.23003 -2.65612  0.01
O4 1.37609 -1.78956 -0.30765  -0.07
O5 -0.88346 0.80287 2.34206  -0.05
O6 2.75274 1.88005 -0.13415  -0.06
H1 2.56203 2.06557 0.75169  0.00
H2 -3.28680 1.98036 -1.96211  0.00
H3 -1.15166 -0.24557 -2.47775  0.05
H4 2.10265 -2.43451 -0.44604  0.07
H5 2.24344 1.08013 -0.50173  0.06
H6 1.92948 -2.18419 2.53734  0.05
H7 -0.29969 0.43903 2.97244  -0.01
H8 0.28065 -0.42226 -1.93242  -0.08
H9 -4.90411 2.01329 -1.84238  0.07
H10 -1.35321 -0.00967 2.07494  0.04
H11 0.52367 -2.52423 1.99675  0.00
H12 1.39142 -1.01416 -0.94417  0.04

Summary:
HOMO energy in eV: -11.388
Energy above the lowest of the compared OMol25 structures with the same formula, charge and spin in kcal/mol: 62.0
SMILES: O.O.O.O.O.O
LUMO energy in eV: -0.1
Electronic energy in eV: -12478.423

---

4.
Molecular formula: C30H57BO2OsP2
Method: DFT, ωB97M-V/def2-TZVPD

Last column: Löwdin charge in e.
CARTESIAN COORDINATES (ANGSTROEM)
Os1 -0.20096 0.08943 0.09072  1.27
P1 0.74103 -2.03332 -0.32422  0.75
P2 1.39440 1.93845 0.24438  0.75
O1 1.84535 -0.01851 2.54591  -0.02
O2 -0.12817 -1.07871 3.05524  -0.01
C1 0.01000 1.37778 -3.25254  -0.13
C2 0.56951 -2.37080 4.94792  0.00
C3 0.89862 -1.20562 -4.90389  -0.16
C4 -1.80725 1.02915 0.84667  -0.43
C5 1.21843 -3.13483 1.03916  -0.21
C6 2.23912 -1.93610 -1.34166  -0.21
C7 -3.39213 1.43804 -2.55404  0.02
C8 1.39195 3.29394 -0.96864  -0.22
C9 3.09348 -1.51013 3.91256  0.00
C10 -1.49948 0.47701 -5.15978  -0.17
C11 -0.20879 -0.06151 5.22466  -0.01
C12 -1.50935 -0.79511 -4.36440  -0.11
C13 2.00705 -0.45318 3.91214  -0.45
C14 1.09676 0.61832 -3.06375  -0.15
C15 0.57332 -0.99289 4.31299  -0.45
C16 -0.42553 -3.04936 -1.27000  -0.22
C17 3.11659 1.36114 0.24306  -0.22
C18 -2.21516 3.30504 -0.34186  -0.02
C19 -0.41087 -1.56413 -4.26305  -0.12
C20 -2.13749 -0.41282 0.48403  -0.42
C21 1.74570 -0.10415 -4.21249  -0.17
C22 -0.58009 1.59496 -4.61225  -0.16
C23 1.18560 2.88561 1.79082  -0.21
C24 -2.20443 1.82227 -0.30795  -0.24
C25 -2.77193 0.97840 -1.28868  -0.15
C26 -2.76803 -0.35376 -0.82189  -0.20
C27 -2.60646 -1.41059 1.50475  -0.01
C28 2.49581 0.72466 4.73152  0.00
C29 -3.45521 -1.48438 -1.47906  -0.01
C30 -1.97348 1.52900 2.25125  0.00
B1 0.56374 -0.36360 2.03268  -0.68
H1 1.80264 1.57366 4.72222  0.08
H2 1.00055 2.21740 2.63833  0.03
H3 0.08785 -3.93720 -1.66390  0.08
H4 -2.49583 -1.15572 -4.07423  0.09
H5 -1.56371 3.73263 0.43281  0.07
H6 1.49721 -2.12714 -4.95314  0.12
H7 1.64728 0.61542 -2.11890  0.03
H8 4.01985 -1.08008 3.50487  0.11
H9 -0.80776 -2.45757 -2.10461  0.00
H10 -2.02643 -1.34581 2.42430  0.07
H11 -1.90515 3.69061 -1.32428  0.09
H12 3.43903 1.09496 -0.76821  0.05
H13 -1.18487 0.24709 -6.19316  0.13
H14 0.42240 3.80751 -0.95917  0.04
H15 -3.66164 -1.20903 1.74471  0.12
H16 0.71953 -0.89628 -5.94320  0.12
H17 -0.47299 -2.60328 -3.91985  0.10
H18 -2.52639 0.86045 -5.24125  0.11
H19 0.45460 -3.11385 1.82483  0.06
H20 -4.52275 -1.26288 -1.63323  0.12
H21 0.35240 3.59267 1.69630  0.05
H22 -1.22279 -0.46266 5.37506  0.11
H23 -3.23510 3.67469 -0.15472  0.12
H24 -1.15052 2.53685 -4.60260  0.12
H25 -3.03958 1.51817 2.52546  0.13
H26 -0.44080 1.95781 -2.44242  0.07
H27 0.23310 1.74306 -5.33794  0.12
H28 2.82364 -2.38281 3.30583  0.07
H29 -3.37924 -2.40171 -0.88825  0.08
H30 0.27441 -0.01056 6.20977  0.11
H31 2.17807 4.01438 -0.69960  0.08
H32 3.22261 0.49936 0.90665  0.04
H33 2.02449 0.63217 -4.98220  0.13
H34 -0.46310 -2.66974 5.18015  0.11
H35 -4.42876 1.77673 -2.41258  0.13
H36 1.98581 -1.60669 -2.35184  0.01
H37 1.12404 -2.34710 5.89581  0.11
H38 -2.51612 -2.43010 1.11766  0.08
H39 2.71576 -2.92299 -1.39704  0.08
H40 -1.27172 -3.37101 -0.65383  0.05
H41 2.94954 -1.22624 -0.90499  0.05
H42 2.64687 0.41191 5.77019  0.11
H43 -1.44366 0.88162 2.95099  0.06
H44 2.69501 -0.54959 -3.88396  0.11
H45 1.01283 -3.13784 4.30028  0.09
H46 2.11396 3.44523 1.97708  0.08
H47 -3.41873 0.63206 -3.29002  0.07
H48 2.18365 -2.82188 1.45213  0.05
H49 3.46376 1.06810 4.34760  0.11
H50 1.30890 -4.16154 0.65346  0.08
H51 -2.83989 2.27584 -2.99620  0.09
H52 3.75235 2.17001 0.62391  0.07
H53 3.29862 -1.83353 4.93727  0.11
H54 1.57779 2.90959 -1.97747  0.04
H55 -0.29778 0.95313 4.81948  0.09
H56 -1.59173 2.54822 2.35591  0.08
H57 -3.01314 -1.68619 -2.46058  0.06

Summary:
Net charge: +2
Multiplicity: 5
HOMO energy (alpha / beta) in eV: -12.282 / -14.321
Energy above the lowest of the compared OMol25 structures with the same formula, charge and spin in kcal/mol: 2.7
⟨S²⟩: 6.026
LUMO energy (alpha / beta) in eV: -5.9 / -8.8
Electronic energy in eV: -57836.055

---

Number 3 is which compound? H12O6